Molecular formula: C13H21FeN5
Method: DFT, ωB97M-V/def2-TZVPD

Each line ends with the Löwdin spin population.
Positions of all 40 atoms, in Å:
Fe1 5.620 9.083 7.876  3.61
C1 3.968 6.803 8.907  0.00
C2 4.193 7.693 10.090  0.01
N1 5.557 8.344 9.803  0.06
C3 6.652 7.263 9.932  0.01
C4 7.674 7.426 8.833  0.01
N2 6.958 7.602 7.523  0.07
C5 6.245 6.344 7.106  0.01
C6 4.856 6.652 6.642  0.01
N3 4.207 7.597 7.634  0.06
H1 4.579 5.912 8.941  0.00
H2 2.956 6.398 8.898  0.00
H3 3.406 8.466 10.188  0.00
H4 4.201 7.105 11.008  0.00
H5 5.718 8.970 10.596  0.01
H6 7.102 7.235 10.913  0.00
H7 6.191 6.300 9.843  0.00
H8 8.320 8.283 9.002  0.00
H9 8.251 6.504 8.825  0.00
H10 7.710 7.774 6.875  0.01
H11 6.793 5.838 6.291  0.00
H12 6.229 5.600 7.909  0.00
H13 4.884 7.134 5.644  0.00
H14 4.237 5.766 6.576  0.00
H15 3.285 7.808 7.219  0.01
N4 5.328 12.867 8.113  0.08
C7 5.121 11.610 8.347  0.10
N5 5.625 10.853 7.342  0.07
C8 6.080 11.729 6.374  0.05
C9 6.571 11.552 5.112  0.15
C10 6.993 12.694 4.386  0.32
C11 6.940 14.007 4.932  0.04
C12 6.366 14.186 6.178  0.09
C13 5.924 13.053 6.871  0.21
H16 5.021 13.595 8.724  0.00
H17 4.614 11.210 9.211  0.01
H18 6.644 10.590 4.636  0.01
H19 7.385 12.533 3.388  0.01
H20 7.323 14.852 4.337  0.00
H21 6.232 15.177 6.650  0.00

Properties
ΔE to the lowest compared entry with this formula, charge and spin	0.00	kcal per mole
Kohn-Sham gap (alpha / beta)	8.86 / 5.05	eV
HOMO level (alpha / beta)	-0.7095 / -0.7110	Ha
calculated total energy	-55631.207	eV
spin multiplicity	6
net charge	+3